Density functional theory data (ωB97M-V/def2-TZVPD) for a 9-piece molecular cluster, C59H120N15O overall at a distorted geometry.

Each atom is followed by the atoms it is bonded to, with distances in Å.
Atoms and positions in Å:
1 C 5.651 1.182 -2.023  C2 1.501, H9 1.090, H10 1.090, H11 1.090
2 C 7.036 1.757 -1.953  C1 1.501, N3 1.453, H12 1.090, H13 1.090
3 N 7.021 2.843 -0.988  C2 1.453, C4 1.376, C7 1.362
4 C 6.641 4.139 -1.255  N3 1.376, C5 1.377, H14 1.080
5 C 6.646 4.724 -0.008  C4 1.377, N6 1.391, H15 1.080
6 N 7.182 3.880 0.959  C5 1.391, C7 1.361, C8 1.449
7 C 7.381 2.697 0.317  N3 1.362, N6 1.361, H16 1.080
8 C 7.306 4.194 2.368  N6 1.449, H17 1.090, H18 1.090, H19 1.090
9 H 4.833 1.898 -1.943  C1 1.090
10 H 5.418 0.452 -1.247  C1 1.090
11 H 5.491 0.681 -2.977  C1 1.090
12 H 7.449 2.093 -2.904  C2 1.090
13 H 7.845 1.070 -1.706  C2 1.090
14 H 6.451 4.517 -2.248  C4 1.080
15 H 6.398 5.743 0.250  C5 1.080
16 H 7.620 1.764 0.806  C7 1.080
17 H 8.352 4.064 2.647  C8 1.090
18 H 6.758 3.444 2.938  C8 1.090
19 H 6.930 5.198 2.568  C8 1.090
20 C -6.407 0.816 0.026  C21 1.535, H28 1.090, H29 1.090, H30 1.090
21 C -5.013 1.293 -0.403  C20 1.535, N22 1.486, H31 1.090, H32 1.090
22 N -4.851 2.697 0.058  C21 1.486, C23 1.398, C26 1.394
23 C -4.549 3.153 1.344  N22 1.398, C24 1.399, H33 1.080
24 C -4.423 4.543 1.247  C23 1.399, N25 1.378, H34 1.080
25 N -4.886 4.930 0.009  C24 1.378, C26 1.390, C27 1.464
26 C -5.108 3.794 -0.762  N22 1.394, N25 1.390, H35 1.080
27 C -5.046 6.317 -0.434  N25 1.464, H36 1.090, H37 1.090, H38 1.090
28 H -7.148 1.436 -0.478  C20 1.090
29 H -6.581 0.807 1.101  C20 1.090
30 H -6.626 -0.207 -0.280  C20 1.090
31 H -4.934 1.359 -1.488  C21 1.090
32 H -4.231 0.662 0.019  C21 1.090
33 H -4.409 2.474 2.172  C23 1.080
34 H -4.106 5.306 1.943  C24 1.080
35 H -5.519 3.796 -1.760  C26 1.080
36 H -5.429 6.943 0.371  C27 1.090
37 H -5.695 6.212 -1.304  C27 1.090
38 H -4.162 6.755 -0.897  C27 1.090
39 C 1.546 -3.456 5.322  C40 1.539, H47 1.090, H48 1.090, H49 1.090
40 C 2.958 -4.020 5.084  C39 1.539, N41 1.462, H50 1.090, H51 1.090
41 N 3.403 -3.722 3.724  C40 1.462, C42 1.355, C45 1.357
42 C 3.262 -4.350 2.532  N41 1.355, C43 1.414, H52 1.080
43 C 3.922 -3.605 1.528  C42 1.414, N44 1.378, H53 1.080
44 N 4.349 -2.438 2.126  C43 1.378, C45 1.321, C46 1.465
45 C 4.053 -2.574 3.406  N41 1.357, N44 1.321, H54 1.080
46 C 5.013 -1.321 1.450  N44 1.465, H55 1.090, H56 1.090, H57 1.090
47 H 1.605 -2.368 5.330  C39 1.090
48 H 1.063 -3.880 6.202  C39 1.090
49 H 0.903 -3.721 4.482  C39 1.090
50 H 3.020 -5.095 5.254  C40 1.090
51 H 3.662 -3.579 5.790  C40 1.090
52 H 2.663 -5.246 2.469  C42 1.080
53 H 3.867 -3.772 0.463  C43 1.080
54 H 4.359 -1.843 4.140  C45 1.080
55 H 5.589 -0.691 2.128  C46 1.090
56 H 4.312 -0.708 0.883  C46 1.090
57 H 5.784 -1.635 0.747  C46 1.090
58 C 0.713 0.016 6.204  C59 1.567, H66 1.090, H67 1.090, H68 1.090
59 C -0.369 1.135 6.381  C58 1.567, N60 1.427, H69 1.090, H70 1.090
60 N -0.174 2.169 5.417  C59 1.427, C61 1.402, C64 1.365
61 C -0.991 2.286 4.284  N60 1.402, C62 1.371, H71 1.080
62 C -0.469 3.187 3.392  C61 1.371, N63 1.449, H72 1.080
63 N 0.661 3.735 4.115  C62 1.449, C64 1.386, C65 1.447
64 C 0.788 3.136 5.358  N60 1.365, N63 1.386, H73 1.080
65 C 1.526 4.705 3.479  N63 1.447, H74 1.090, H75 1.090, H76 1.090
66 H 0.402 -0.905 6.697  C58 1.090
67 H 1.613 0.346 6.722  C58 1.090
68 H 0.887 -0.326 5.184  C58 1.090
69 H -0.283 1.576 7.374  C59 1.090
70 H -1.402 0.806 6.267  C59 1.090
71 H -1.756 1.533 4.170  C61 1.080
72 H -0.690 3.624 2.429  C62 1.080
73 H 1.494 3.293 6.160  C64 1.080
74 H 0.969 5.606 3.224  C65 1.090
75 H 2.123 4.418 2.613  C65 1.090
76 H 2.402 5.034 4.037  C65 1.090
77 C -2.341 3.354 -3.536  C78 1.547, H85 1.090, H86 1.090, H87 1.090
78 C -1.584 4.338 -2.614  C77 1.547, N79 1.395, H88 1.090, H89 1.090
79 N -0.389 4.776 -3.185  C78 1.395, C80 1.337, C83 1.386
80 C -0.028 4.727 -4.472  N79 1.337, C81 1.385, H90 1.080
81 C 1.075 5.545 -4.652  C80 1.385, N82 1.368, H91 1.080
82 N 1.472 6.046 -3.442  C81 1.368, C83 1.372, C84 1.424
83 C 0.478 5.668 -2.575  N79 1.386, N82 1.372, H92 1.080
84 C 2.526 6.996 -3.318  N82 1.424, H93 1.090, H94 1.090, H95 1.090
85 H -3.389 3.170 -3.296  C77 1.090
86 H -1.746 2.452 -3.681  C77 1.090
87 H -2.593 3.783 -4.505  C77 1.090
88 H -1.401 4.035 -1.582  C78 1.090
89 H -2.155 5.257 -2.485  C78 1.090
90 H -0.625 4.126 -5.141  C80 1.080
91 H 1.704 5.817 -5.487  C81 1.080
92 H 0.482 5.843 -1.509  C83 1.080
93 H 2.873 6.897 -2.290  C84 1.090
94 H 2.020 7.961 -3.340  C84 1.090
95 H 3.296 6.838 -4.073  C84 1.090
96 C -3.994 -4.742 2.559  C97 1.576, H104 1.090, H105 1.090, H106 1.090
97 C -4.309 -4.939 4.092  C96 1.576, N98 1.514, H107 1.090, H108 1.090
98 N -3.119 -5.473 4.861  C97 1.514, C99 1.398, C102 1.409
99 C -3.173 -5.848 6.207  N98 1.398, C100 1.422, H109 1.080
100 C -1.844 -6.237 6.533  C99 1.422, N101 1.390, H110 1.080
101 N -1.015 -6.150 5.421  C100 1.390, C102 1.393, C103 1.440
102 C -1.814 -5.690 4.376  N98 1.409, N101 1.393, H111 1.080
103 C 0.269 -6.785 5.268  N101 1.440, H112 1.090, H113 1.090, H114 1.090
104 H -3.159 -4.044 2.499  C96 1.090
105 H -4.835 -4.200 2.126  C96 1.090
106 H -3.765 -5.589 1.913  C96 1.090
107 H -5.117 -5.669 4.131  C97 1.090
108 H -4.616 -3.940 4.403  C97 1.090
109 H -3.996 -5.925 6.901  C99 1.080
110 H -1.440 -6.428 7.517  C100 1.080
111 H -1.562 -5.756 3.328  C102 1.080
112 H 0.299 -7.611 4.557  C103 1.090
113 H 0.473 -7.309 6.201  C103 1.090
114 H 1.094 -6.099 5.070  C103 1.090
115 C -7.442 -2.214 -1.948  C116 1.547, H125 1.090, H126 1.090, H127 1.090
116 C -6.694 -2.124 -3.300  C115 1.547, C117 1.531, H128 1.090, H129 1.090
117 C -5.691 -3.243 -3.592  C116 1.531, C118 1.499, H130 1.090, H131 1.090
118 C -4.703 -3.531 -2.501  C117 1.499, N119 1.505, H132 1.090, H133 1.090
119 N -3.616 -4.532 -2.789  C118 1.505, C120 1.539, C123 1.580, C124 1.535
120 C -2.649 -4.701 -1.606  N119 1.539, C121 1.473, H134 1.090, H135 1.090
121 C -1.317 -4.990 -2.165  C120 1.473, C122 1.538, H136 1.090, H137 1.090
122 C -1.204 -4.300 -3.535  C121 1.538, C123 1.513, H138 1.090, H139 1.090
123 C -2.630 -3.907 -3.854  N119 1.580, C122 1.513, H140 1.090, H141 1.090
124 C -4.064 -5.903 -3.314  N119 1.535, H142 1.090, H143 1.090, H144 1.090
125 H -8.172 -3.017 -1.856  C115 1.090
126 H -7.942 -1.257 -1.798  C115 1.090
127 H -6.750 -2.282 -1.109  C115 1.090
128 H -6.136 -1.188 -3.289  C116 1.090
129 H -7.373 -2.088 -4.152  C116 1.090
130 H -5.081 -3.003 -4.463  C117 1.090
131 H -6.219 -4.181 -3.761  C117 1.090
132 H -5.080 -4.059 -1.625  C118 1.090
133 H -4.360 -2.586 -2.081  C118 1.090
134 H -3.046 -5.481 -0.956  C120 1.090
135 H -2.573 -3.746 -1.086  C120 1.090
136 H -1.347 -6.066 -2.338  C121 1.090
137 H -0.514 -4.914 -1.432  C121 1.090
138 H -0.857 -5.045 -4.251  C122 1.090
139 H -0.455 -3.516 -3.423  C122 1.090
140 H -2.822 -4.202 -4.885  C123 1.090
141 H -2.878 -2.847 -3.902  C123 1.090
142 H -3.084 -6.372 -3.396  C124 1.090
143 H -4.609 -5.829 -4.255  C124 1.090
144 H -4.702 -6.443 -2.614  C124 1.090
145 C 3.007 4.008 -0.326  C146 1.559, H155 1.090, H156 1.090, H157 1.090
146 C 2.922 2.688 0.499  C145 1.559, C147 1.579, H158 1.090, H159 1.090
147 C 1.431 2.233 0.747  C146 1.579, C148 1.559, H160 1.090, H161 1.090
148 C 1.238 1.036 1.728  C147 1.559, N149 1.561, H162 1.090, H163 1.090
149 N 0.266 -0.024 1.120  C148 1.561, C150 1.611, C153 1.536, C154 1.539
150 C 0.950 -0.825 -0.098  N149 1.611, C151 1.568, H164 1.090, H165 1.090
151 C 0.256 -2.231 -0.104  C150 1.568, C152 1.512, H166 1.090, H167 1.090
152 C -0.378 -2.394 1.260  C151 1.512, C153 1.502, H168 1.090, H169 1.090
153 C 0.099 -1.221 2.068  N149 1.536, C152 1.502, H170 1.090, H171 1.090
154 C -1.104 0.488 0.643  N149 1.539, H172 1.090, H173 1.090, H174 1.090
155 H 3.097 4.845 0.366  C145 1.090
156 H 2.104 4.077 -0.932  C145 1.090
157 H 3.861 3.839 -0.981  C145 1.090
158 H 3.449 2.881 1.433  C146 1.090
159 H 3.423 1.851 0.013  C146 1.090
160 H 1.119 1.983 -0.267  C147 1.090
161 H 0.843 3.089 1.078  C147 1.090
162 H 0.923 1.290 2.740  C148 1.090
163 H 2.141 0.444 1.877  C148 1.090
164 H 0.726 -0.318 -1.036  C150 1.090
165 H 2.021 -0.752 0.087  C150 1.090
166 H -0.550 -2.219 -0.838  C151 1.090
167 H 1.015 -3.004 -0.223  C151 1.090
168 H -1.447 -2.307 1.070  C152 1.090
169 H -0.104 -3.360 1.683  C152 1.090
170 H -0.580 -0.902 2.859  C153 1.090
171 H 1.063 -1.434 2.530  C153 1.090
172 H -1.813 -0.307 0.410  C154 1.090
173 H -1.060 1.084 -0.268  C154 1.090
174 H -1.483 1.017 1.517  C154 1.090
175 C 2.640 0.281 -3.753  N176 1.559, H182 1.090, H183 1.090, H184 1.090
176 N 1.605 -0.043 -4.873  C175 1.559, C177 1.545, C178 1.562, C179 1.565
177 C 1.113 -1.473 -4.559  N176 1.545, H185 1.090, H186 1.090, H187 1.090
178 C 0.350 0.874 -4.722  N176 1.562, H188 1.090, H189 1.090, H190 1.090
179 C 2.131 -0.001 -6.346  N176 1.565, C180 1.529, H191 1.090, H192 1.090
180 C 2.882 1.273 -6.735  C179 1.529, O181 1.484, H193 1.090, H194 1.090
181 O 4.189 1.190 -6.037  C180 1.484, H195 0.960
182 H 3.073 1.267 -3.926  C175 1.090
183 H 3.556 -0.310 -3.772  C175 1.090
184 H 2.181 0.327 -2.765  C175 1.090
185 H 1.961 -2.129 -4.758  C177 1.090
186 H 0.252 -1.693 -5.191  C177 1.090
187 H 0.650 -1.341 -3.581  C177 1.090
188 H -0.105 1.026 -3.744  C178 1.090
189 H -0.460 0.492 -5.343  C178 1.090
190 H 0.595 1.855 -5.130  C178 1.090
191 H 1.283 -0.218 -6.995  C179 1.090
192 H 2.763 -0.885 -6.427  C179 1.090
193 H 2.363 2.179 -6.420  C180 1.090
194 H 3.065 1.237 -7.808  C180 1.090
195 H 4.379 2.125 -5.927  O181 0.960

Summary:
- Max |F|: 5.14 eV/Å
- Gap between HOMO and LUMO: 7.50 eV
- Calculated total energy: -87409.7595 eV
- Total charge: +9
- Lowest unoccupied orbital energy: -17.8 eV